No. 1
Here is a cluster of 6 separate species, C16H47N3O6 in total in a non-equilibrium geometry from the OMol25 dataset. Energies are from ωB97M-V/def2-TZVPD.

```
72
Properties=species:S:1:pos:R:3:mulliken_charge:R:1
O -0.648 0.278 -0.830 -0.35
O -3.319 0.713 5.478 -0.36
O 0.205 -1.328 -3.236 -0.28
O -3.355 0.738 -0.593 -0.58
O 3.228 4.826 -2.691 -0.53
O 1.615 0.399 0.923 0.03
N 3.802 -0.369 -3.287 -0.69
N 3.788 -2.523 0.213 -0.78
N -1.657 -1.669 5.075 -0.75
C 1.593 -1.492 -3.390 -0.87
C 1.308 -2.554 0.462 -0.92
C -1.230 -0.937 2.852 -1.31
C 2.015 0.897 -4.257 -1.76
C -1.664 -0.481 4.235 0.50
C -4.501 1.526 5.475 -0.76
C -3.665 -0.590 -0.343 0.38
C -0.642 -2.491 -3.272 -0.64
C -4.695 -1.136 -1.305 -1.30
C 1.813 4.517 -2.565 -0.48
C 1.771 3.458 -1.453 -0.63
C 1.562 1.415 1.914 -0.96
C 2.598 -1.703 0.217 1.82
C 2.314 -0.111 -3.222 1.67
C 2.628 -0.585 1.237 -1.26
C -2.978 0.247 4.197 -0.66
H 0.176 0.175 -0.325 0.13
H -4.638 2.077 4.571 0.34
H 1.475 4.122 -3.512 0.30
H 4.236 0.522 -3.122 0.31
H 2.618 -1.228 -0.755 -0.91
H 1.821 -1.858 -4.434 0.39
H 0.726 2.139 1.729 0.26
H 3.745 -3.231 0.923 0.25
H -4.298 -1.293 -2.306 0.29
H 1.210 -3.370 -0.243 0.40
H 3.221 5.591 -3.246 0.29
H 2.098 3.872 -0.496 0.38
H 2.531 1.845 -4.142 0.47
H -2.038 -1.559 2.484 0.43
H 0.456 -1.883 0.294 -0.11
H -0.414 -3.039 -2.366 0.23
H 2.424 2.667 -1.764 0.05
H 4.038 -0.621 -4.249 0.30
H -3.759 -0.465 3.822 0.21
H 1.275 5.398 -2.221 0.40
H 1.400 0.984 2.916 0.33
H 3.616 -0.056 1.264 0.34
H 2.407 -0.967 2.291 0.37
H 0.785 2.992 -1.344 0.25
H -2.741 -1.172 -0.326 0.07
H -2.422 -2.313 4.763 0.29
H 2.010 -2.185 -2.622 0.33
H -0.445 -0.086 -1.675 0.30
H -5.525 -0.432 -1.382 0.31
H 2.192 0.347 -2.249 -0.62
H -2.926 1.106 3.511 0.46
H -0.307 -1.452 2.982 0.22
H -0.891 0.218 4.618 0.23
H -5.416 0.909 5.607 0.27
H -2.428 0.826 -0.661 0.45
H 1.233 -2.910 1.486 0.44
H 3.961 -3.023 -0.670 0.30
H -1.973 -1.361 6.008 0.32
H -1.074 -0.165 2.097 0.28
H 0.914 1.132 -4.326 0.29
H -0.521 -3.146 -4.169 0.32
H 2.482 2.028 1.940 0.29
H 2.283 0.551 -5.260 0.39
H -1.724 -2.254 -3.320 0.13
H -4.461 2.260 6.273 0.27
H -5.127 -2.035 -0.875 0.34
H -4.092 -0.699 0.651 0.08
```

* gap between HOMO and LUMO: 10.04 eV
* energy above the lowest of the compared OMol25 structures with the same formula, charge and spin: 97.9 kJ/mol
* SMILES: COC[C@H](C)N.COC[C@H](C)N.COC[C@H](C)N.CCO.CCO.O
* spin multiplicity: 1
* charge: 0
* strongest force on any atom: 3.1 eV/A



No. 2
Here is a structure of composition C16H47N8O10V in a non-equilibrium geometry from the OMol25 dataset. Energies are from ωB97M-V/def2-TZVPD.

```
82
Properties=species:S:1:pos:R:3:mulliken_charge:R:1
V 0.234 0.477 -0.846 1.41
O -3.084 -3.054 -1.487 -0.76
O -0.459 1.440 -2.992 -0.37
O -5.417 -0.077 3.484 -0.58
O 1.973 -1.995 4.543 -0.58
O 4.789 -4.692 -0.780 -0.59
O 2.204 0.867 -2.264 -0.29
O 0.278 2.679 -0.104 -0.94
O 1.256 -0.317 0.129 -0.57
O -0.104 -1.286 -2.409 -0.57
O -1.231 0.189 -0.352 -0.07
N -1.278 3.410 -3.493 -0.42
N -1.932 1.719 -4.754 -0.41
N -4.842 -1.924 -0.731 -0.47
N 3.543 1.998 -3.572 -0.46
N 0.737 -2.177 -4.306 -0.38
N -0.778 -3.223 -3.334 -0.30
N 2.486 3.014 -1.944 -0.35
N -3.309 -0.869 -1.885 -0.21
C 2.763 1.869 -2.525 0.51
C 3.651 -3.818 -2.750 -1.01
C 1.404 3.332 2.075 -1.61
C 4.159 -2.274 -0.774 -0.82
C -3.382 -0.059 2.093 -0.60
C 2.487 0.449 4.744 -1.14
C 0.151 -0.596 4.007 -0.32
C 0.157 2.794 1.315 2.00
C -0.082 -2.156 -3.314 0.43
C -3.627 0.916 4.474 -1.28
C -4.257 0.654 3.170 0.86
C -1.251 2.143 -3.676 0.50
C -1.094 3.519 1.834 -1.54
C 1.416 -0.734 4.902 0.09
C 3.812 -3.762 -1.213 0.54
C -3.692 -2.010 -1.378 0.80
H 2.303 1.255 5.454 0.39
H 2.683 3.927 -2.328 0.19
H 2.593 0.755 3.703 0.15
H 1.938 2.974 -1.097 0.18
H 3.088 -2.974 -3.149 0.05
H 3.432 1.178 -4.151 0.23
H -1.170 3.363 2.910 0.35
H 3.557 -1.481 -1.217 0.03
H -3.982 -0.387 1.244 0.05
H -2.402 -0.804 -2.324 -0.14
H -1.975 0.762 -5.072 0.21
H 3.513 0.238 5.047 0.41
H 3.861 2.907 -3.878 0.16
H -3.438 -0.002 5.030 0.32
H -2.473 0.495 1.857 -0.12
H 1.426 4.418 2.164 0.39
H -0.603 3.730 -2.814 0.23
H -1.052 4.573 1.560 0.43
H -2.934 -0.976 2.477 0.39
H 1.557 2.932 3.077 0.25
H -2.471 2.421 -5.241 0.14
H 1.477 -1.490 -4.312 0.22
H -4.199 1.552 5.150 0.36
H 2.331 3.074 1.564 0.38
H -5.405 -0.868 2.940 0.34
H 4.626 -3.889 -3.232 0.39
H -1.547 -3.372 -2.696 0.28
H 0.149 1.739 1.587 -0.77
H -4.601 1.595 2.739 0.08
H -5.341 -1.060 -0.578 0.18
H 4.847 -4.637 0.177 0.33
H -1.814 4.054 -4.059 0.16
H 2.888 -4.147 -0.782 0.21
H 2.447 -1.853 3.721 0.33
H 1.114 -0.768 5.949 0.36
H -3.923 -0.074 -1.777 0.19
H -2.084 3.165 1.546 0.30
H -2.683 1.460 4.498 0.19
H -0.530 -1.437 4.137 0.31
H -0.292 0.350 4.317 0.15
H -0.784 -3.879 -4.102 0.15
H 3.025 -4.675 -3.000 0.31
H 5.228 -2.143 -0.941 0.35
H 3.986 -2.207 0.300 0.22
H 0.624 -2.916 -4.985 0.15
H 0.454 -0.555 2.961 -0.15
H -5.128 -2.772 -0.263 0.22
```

* gap between HOMO and LUMO: 8.17 eV
* energy above the lowest of the compared OMol25 structures with the same formula, charge and spin: 0.0 kJ/mol
* spin multiplicity: 1
* charge: 0
* strongest force on any atom: 6.2 eV/A



No. 3
Here is a structure of composition C16H48BaNO11 in a non-equilibrium geometry from the OMol25 dataset. Energies are from ωB97M-V/def2-TZVPD.

```
77
Properties=species:S:1:pos:R:3:mulliken_charge:R:1
Ba -3.972 2.518 -6.121 1.76
O 1.433 4.301 -5.684 -0.54
O 4.614 -0.133 -4.932 -0.54
O -2.869 -3.292 -5.865 -0.52
O -1.475 1.745 6.133 -0.52
O -5.947 -2.242 1.919 -0.53
O -1.421 1.136 -1.199 -0.63
O -1.369 0.313 0.755 -0.58
O 1.145 -4.600 2.284 -0.53
O 4.617 1.433 4.105 -0.51
O 0.027 1.786 0.207 -0.59
O -5.066 6.020 -1.963 -0.55
N -0.939 1.090 -0.096 1.05
C -5.148 6.124 0.508 -0.99
C -1.973 -5.572 -5.773 -1.02
C 2.102 5.484 -5.223 -0.18
C -2.260 -4.252 -5.067 -0.20
C -6.400 -2.440 3.247 -0.20
C 4.807 0.068 3.883 -0.17
C 3.399 5.587 -5.957 -1.08
C 1.734 -4.853 0.974 -0.10
C -2.262 0.299 7.919 -0.88
C 6.721 0.170 -3.922 -1.00
C 5.346 -0.715 5.129 -1.03
C -4.335 6.449 -0.797 -0.27
C -5.806 -3.811 3.798 -0.94
C -1.067 0.978 7.242 -0.24
C 2.897 -5.871 1.168 -1.08
C 5.258 -0.005 -3.629 -0.19
H 3.837 6.584 -5.913 0.32
H 2.530 -6.829 1.539 0.29
H -4.134 7.519 -0.850 0.24
H -2.622 -0.401 7.164 0.22
H -1.328 -3.781 -4.754 0.24
H -3.325 6.041 -0.841 0.32
H -4.744 -3.923 3.581 0.28
H 5.092 -0.828 -5.390 0.29
H -2.065 -0.222 8.855 0.32
H 3.845 -0.368 3.616 0.26
H -3.092 0.983 8.095 0.27
H 0.594 -3.815 2.253 0.30
H -5.981 -3.973 4.862 0.31
H -3.597 -3.705 -6.336 0.30
H 2.130 -3.898 0.628 0.26
H 1.017 -5.266 0.264 0.23
H 1.480 6.376 -5.294 0.31
H -5.441 5.081 0.631 0.28
H -5.911 6.475 -1.935 0.31
H -7.490 -2.424 3.252 0.26
H -5.020 -1.997 1.883 0.30
H 4.995 -0.946 -3.145 0.23
H -0.316 0.249 6.938 0.28
H -0.571 1.714 7.875 0.25
H -5.967 6.840 0.581 0.33
H 3.576 -5.531 1.950 0.29
H -1.264 1.220 5.358 0.31
H -1.357 -6.303 -5.249 0.32
H -6.214 -4.680 3.281 0.27
H 2.098 3.618 -5.571 0.31
H -4.554 6.298 1.405 0.32
H 2.278 5.360 -4.155 0.23
H 6.898 1.076 -4.503 0.25
H 3.361 5.336 -7.017 0.32
H 5.316 -1.781 4.904 0.32
H 4.666 -0.570 5.968 0.29
H 6.368 -0.437 5.387 0.28
H -2.845 -4.311 -4.150 0.27
H 3.464 -6.171 0.287 0.35
H -1.452 -5.385 -6.712 0.30
H 4.118 4.851 -5.596 0.33
H -5.987 -1.619 3.833 0.24
H 4.841 0.799 -3.022 0.29
H 7.317 0.288 -3.017 0.32
H 5.532 -0.178 3.108 0.22
H -2.912 -6.005 -6.116 0.30
H 3.947 1.644 3.450 0.33
H 7.094 -0.723 -4.423 0.34
```

* gap between HOMO and LUMO: 2.02 eV
* energy above the lowest of the compared OMol25 structures with the same formula, charge and spin: 819.3 kJ/mol
* spin multiplicity: 1
* charge: +1
* strongest force on any atom: 3.3 eV/A



> Which formula does entry 1 have?

C16H47N3O6



> What is the formula in the second record?

C16H47N8O10V



> Which value of spin multiplicity does entry 3 give?

1